(1)
Computed, not measured: a 7-piece molecular cluster, C26H59FN7O9S overall in a non-equilibrium geometry, with wB97M-V/def2-TZVPD.

HOMO (eV): -10.46
Kohn-Sham gap (eV): 8.54
Total charge: +1
E (eV): -70321.9810

Element x y z (Å)
O 4.952 1.158 0.705
S 3.775 0.559 0.180
O 2.584 0.527 1.006
O 3.450 1.355 -1.145
C 4.077 -1.132 -0.240
C 2.814 -1.628 -1.003
C 1.911 -2.336 0.012
C 0.380 -2.316 -0.251
C -0.059 -1.481 -1.463
C -0.149 0.023 -1.174
C -1.017 0.254 0.054
N -0.229 -0.382 1.150
F -0.633 0.053 2.393
C -0.331 -1.861 1.043
H 2.542 1.216 -1.429
H 5.034 -1.238 -0.736
H 4.102 -1.601 0.740
H 3.074 -2.289 -1.821
H 2.328 -0.751 -1.398
H 2.254 -3.368 0.071
H 2.081 -1.912 1.001
H 0.023 -3.330 -0.408
H -1.065 -1.803 -1.736
H 0.558 -1.708 -2.322
H -0.536 0.591 -2.016
H 0.827 0.451 -0.939
H -1.928 -0.330 -0.035
H -1.216 1.299 0.277
H 0.774 -0.121 1.078
H 0.155 -2.283 1.919
H -1.380 -2.137 1.089
C -0.298 2.781 1.413
O -1.014 3.298 0.573
N -0.421 2.933 2.736
C 0.465 2.268 3.671
C -1.484 3.791 3.243
H 0.536 2.111 1.131
H -0.111 1.614 4.328
H 0.996 3.001 4.280
H 1.197 1.673 3.126
H -2.458 3.423 2.924
H -1.364 4.804 2.858
H -1.446 3.807 4.329
C -3.839 6.168 4.027
O -4.620 5.254 4.225
N -4.105 7.269 3.311
C -3.121 8.313 3.108
C -5.431 7.417 2.725
H -2.811 6.158 4.433
H -3.479 9.261 3.513
H -2.916 8.443 2.043
H -2.194 8.047 3.611
H -6.187 7.404 3.505
H -5.628 6.590 2.042
H -5.491 8.358 2.188
C -8.881 7.980 4.120
O -8.405 8.840 3.404
N -9.897 7.172 3.774
C -10.419 6.161 4.671
C -10.485 7.327 2.454
H -8.504 7.790 5.140
H -10.316 5.167 4.231
H -11.474 6.343 4.884
H -9.866 6.184 5.608
H -9.732 7.165 1.682
H -10.882 8.334 2.330
H -11.287 6.604 2.333
C 1.081 -4.786 -3.739
O 1.008 -3.735 -3.103
N 2.218 -5.373 -4.101
C 2.252 -6.612 -4.872
C 3.477 -4.755 -3.723
H 0.183 -5.329 -4.070
H 2.764 -7.385 -4.295
H 2.775 -6.455 -5.813
H 1.238 -6.944 -5.082
H 3.552 -4.686 -2.636
H 3.546 -3.749 -4.139
H 4.297 -5.357 -4.101
C 8.280 -2.315 3.567
O 8.258 -3.136 2.671
N 7.689 -1.107 3.495
C 7.715 -0.158 4.589
C 7.005 -0.763 2.262
H 8.784 -2.499 4.531
H 6.701 0.073 4.922
H 8.201 0.769 4.283
H 8.267 -0.582 5.425
H 6.221 -1.497 2.060
H 7.706 -0.783 1.428
H 6.565 0.225 2.343
C 1.638 -7.492 -8.070
O 2.754 -7.043 -7.872
N 1.381 -8.678 -8.637
C 0.029 -9.159 -8.848
C 2.504 -9.503 -9.059
H 0.724 -6.939 -7.791
H -0.130 -10.097 -8.315
H -0.156 -9.323 -9.910
H -0.683 -8.423 -8.480
H 3.140 -9.742 -8.207
H 3.110 -8.971 -9.793
H 2.126 -10.422 -9.498

(2)
Computed, not measured: a 4-piece molecular cluster, C26H59N2O11P overall in a non-equilibrium geometry, with wB97M-V/def2-TZVPD.

Structure (SMILES): C#CC[PH2](CCCCCN)ON=O.COCCOCCOC.COCCOCCOC.COCCOCCOC
HOMO (eV): -9.01
Kohn-Sham gap (eV): 8.49
E (eV): -62692.9214

Element x y z (Å)
C 6.379 3.995 1.578
C 5.789 3.354 0.446
C 5.174 2.086 -0.453
P 3.655 1.248 0.345
C 4.533 0.922 2.010
C 5.814 -0.146 1.892
C 6.005 -0.738 3.445
C 6.410 0.432 4.529
C 5.097 0.990 5.396
N 4.989 2.495 5.280
O 2.787 1.424 -1.172
N 1.500 1.695 -0.850
O 1.250 2.853 -1.185
H 6.970 4.496 2.485
H 5.989 1.293 -0.741
H 4.797 2.595 -1.465
H 2.591 1.917 1.056
H 3.555 -0.208 0.169
H 3.740 0.351 2.697
H 4.825 1.890 2.616
H 5.486 -1.010 1.155
H 6.783 0.434 1.517
H 5.053 -1.338 3.807
H 6.901 -1.508 3.380
H 7.102 -0.093 5.344
H 6.953 1.356 4.009
H 4.085 0.515 5.003
H 5.211 0.730 6.555
H 4.681 2.872 6.226
H 4.236 2.769 4.584
C -4.380 -1.926 -5.523
O -3.772 -0.817 -4.878
C -4.677 -0.103 -4.039
C -3.938 0.504 -2.842
O -3.572 -0.457 -1.841
C -2.519 -1.365 -2.189
C -1.138 -0.706 -2.273
O -1.016 0.049 -3.480
C -0.191 1.193 -3.329
H -5.100 -1.580 -6.269
H -3.596 -2.503 -6.020
H -4.870 -2.579 -4.793
H -5.474 -0.761 -3.671
H -5.125 0.696 -4.640
H -4.625 1.194 -2.342
H -3.078 1.095 -3.153
H -2.760 -1.920 -3.094
H -2.488 -2.098 -1.376
H -0.362 -1.477 -2.292
H -0.989 -0.068 -1.396
H -0.543 1.818 -2.506
H -0.245 1.777 -4.249
H 0.847 0.890 -3.158
C 2.684 6.637 8.747
O 1.771 6.065 7.823
C 0.521 6.751 7.785
C -0.089 6.682 6.382
O 0.554 7.541 5.429
C 1.869 7.152 5.011
C 1.890 5.903 4.122
O 1.687 4.726 4.907
C 0.993 3.711 4.201
H 2.341 6.467 9.770
H 3.655 6.156 8.609
H 2.807 7.709 8.559
H 0.643 7.803 8.071
H -0.146 6.263 8.503
H -1.120 7.046 6.449
H -0.146 5.659 6.013
H 2.540 7.057 5.861
H 2.243 7.991 4.413
H 2.868 5.809 3.642
H 1.119 5.997 3.350
H 0.047 4.090 3.806
H 0.771 2.901 4.898
H 1.615 3.323 3.388
C -3.173 -5.181 -4.531
O -4.174 -5.755 -5.357
C -3.672 -6.171 -6.625
C -4.441 -7.393 -7.135
O -4.101 -8.613 -6.460
C -4.557 -8.737 -5.107
C -6.074 -8.915 -4.979
O -6.744 -7.671 -5.193
C -8.016 -7.832 -5.799
H -2.856 -4.217 -4.936
H -3.598 -5.030 -3.535
H -2.315 -5.855 -4.434
H -2.606 -6.420 -6.562
H -3.801 -5.336 -7.321
H -4.157 -7.553 -8.180
H -5.517 -7.227 -7.129
H -4.191 -7.917 -4.492
H -4.082 -9.647 -4.723
H -6.322 -9.249 -3.967
H -6.409 -9.669 -5.699
H -7.932 -8.400 -6.729
H -8.407 -6.842 -6.038
H -8.703 -8.332 -5.109

(3)
Computed, not measured: a 4-piece molecular cluster, C26H59N3O5P overall in a non-equilibrium geometry, with wB97M-V/def2-TZVPD.

HOMO (eV): -2.99
Kohn-Sham gap (eV): 5.10
Total charge: -1
E (eV): -51910.1864

Element x y z (Å)
C 6.260 -2.950 0.722
C 5.137 -2.674 -0.424
C 5.312 -1.169 -0.947
C 4.258 -0.125 -0.310
C 4.972 1.194 0.254
C 5.840 2.003 -0.819
C 5.024 3.076 -1.684
C 3.954 3.941 -0.861
C 2.507 3.231 -1.110
C 1.399 3.646 -0.029
P -0.278 4.101 -0.850
C -1.297 3.668 0.718
C -1.705 2.116 0.835
C -3.275 1.925 0.557
C -3.889 0.567 1.165
C -4.540 -0.400 0.036
O -5.996 -0.306 0.072
C -6.578 -0.740 -1.143
C -7.035 0.277 -2.315
O -6.781 -1.960 -1.375
H 6.073 -2.240 1.604
H 6.086 -4.015 1.136
H 7.318 -2.786 0.337
H 4.100 -2.898 0.000
H 5.391 -3.430 -1.257
H 5.171 -1.141 -2.078
H 6.355 -0.786 -0.646
H 3.720 -0.607 0.592
H 3.442 0.071 -1.083
H 4.190 1.810 0.805
H 5.715 0.832 1.063
H 6.686 2.537 -0.264
H 6.357 1.301 -1.576
H 4.468 2.549 -2.530
H 5.773 3.792 -2.195
H 4.203 3.979 0.264
H 3.895 5.028 -1.244
H 2.698 2.109 -1.046
H 2.236 3.470 -2.191
H 1.746 4.497 0.657
H 1.261 2.721 0.655
H -0.363 2.759 -1.387
H -1.556 4.469 -1.497
H -0.135 5.459 -0.307
H 0.386 4.571 -2.062
H -0.692 3.996 1.638
H -2.268 4.273 0.692
H -1.545 1.824 1.942
H -1.049 1.412 0.214
H -3.797 2.807 1.084
H -3.468 1.911 -0.566
H -3.168 0.010 1.849
H -4.777 0.879 1.835
H -4.268 -1.495 0.268
H -4.197 -0.092 -1.011
H -6.644 -0.072 -3.333
H -6.730 1.340 -2.048
H -8.183 0.253 -2.339
C -1.011 -0.677 -4.159
C -1.034 0.567 -3.309
O -0.076 0.921 -2.645
N -2.176 1.311 -3.294
C -3.412 1.069 -4.002
H -0.037 -1.159 -4.066
H -1.776 -1.379 -3.821
H -1.169 -0.420 -5.209
H -2.112 2.131 -2.700
H -3.614 1.928 -4.646
H -4.217 0.976 -3.268
H -3.370 0.165 -4.608
C 3.968 -7.636 -0.650
C 3.914 -6.390 0.191
O 4.860 -6.026 0.877
N 2.768 -5.658 0.174
C 1.550 -5.917 -0.564
H 4.943 -8.110 -0.532
H 3.201 -8.342 -0.326
H 3.832 -7.385 -1.704
H 2.807 -4.837 0.762
H 1.357 -5.064 -1.218
H 0.730 -6.013 0.150
H 1.617 -6.823 -1.163
C -5.406 1.143 4.827
C -4.126 0.807 5.542
O -3.070 1.362 5.281
N -4.168 -0.153 6.510
C -5.309 -0.919 6.961
H -5.215 1.921 4.087
H -5.789 0.261 4.308
H -6.146 1.518 5.538
H -3.273 -0.324 6.944
H -5.448 -0.733 8.029
H -5.094 -1.979 6.809
H -6.219 -0.655 6.427

Q: Which of these has the lowest HOMO?
A: C26H59FN7O9S